# 1
{"formula": "C6H15Cl4OP", "method": "ωB97M-V with the def2-TZVPD basis set", "lumo_ev": 0.69, "largest_force_ha_per_bohr": 0.0417, "orbital_gap_ha": 0.32839, "elements": ["Cl", "C", "C", "Cl", "H", "H", "H", "H", "Cl", "C", "C", "Cl", "H", "H", "H", "H", "O", "C", "C", "P", "H", "H", "H", "H", "H", "H", "H"], "coordinates": [[1.562, 2.655, 1.143], [3.312, 2.381, 0.954], [3.862, 3.045, -0.286], [3.267, 2.274, -1.777], [3.487, 1.307, 0.942], [3.795, 2.795, 1.839], [4.948, 2.961, -0.296], [3.599, 4.099, -0.323], [-2.091, 0.318, -1.208], [-3.805, 0.716, -1.481], [-4.727, -0.154, -0.659], [-4.712, -1.850, -1.204], [-4.008, 0.619, -2.545], [-3.937, 1.760, -1.201], [-5.752, 0.202, -0.757], [-4.455, -0.136, 0.394], [2.185, -2.869, 1.147], [1.632, -1.842, 0.326], [0.257, -1.442, 0.976], [-0.950, -2.762, 0.451], [1.634, -3.638, 1.020], [2.298, -0.975, 0.325], [1.467, -2.265, -0.677], [-0.031, -0.416, 0.689], [0.441, -1.472, 2.059], [-2.196, -2.607, 1.107], [-1.081, -2.705, -0.958]], "forces_ev_per_a": [[-0.048, -0.049, -0.017], [0.140, 0.011, 0.060], [0.095, 0.031, 0.078], [-0.033, 0.001, -0.016], [-0.057, 0.020, -0.063], [-0.007, 0.048, -0.048], [-0.026, -0.058, 0.029], [-0.080, -0.053, -0.015], [-0.003, 0.073, -0.063], [-0.110, 0.101, -0.003], [-0.055, 0.123, 0.023], [0.024, -0.032, 0.014], [0.037, -0.088, 0.033], [-0.009, -0.043, 0.060], [0.030, 0.004, -0.058], [0.071, -0.049, -0.050], [0.815, 0.627, -0.218], [-1.311, -0.578, 0.879], [0.121, 0.576, -1.024], [1.137, -1.539, 0.967], [-0.317, -0.418, 0.036], [0.051, -0.319, -0.132], [0.242, 0.579, -0.024], [0.063, -0.353, 0.111], [-0.380, -0.082, -0.289], [0.103, 0.664, -0.682], [-0.491, 0.805, 0.410]], "mulliken_charge": [-0.18, -0.35, -0.44, -0.18, 0.22, 0.32, 0.29, 0.32, -0.13, -0.51, -0.47, -0.18, 0.35, 0.29, 0.32, 0.32, -0.56, -0.33, -0.30, -0.09, 0.36, 0.08, 0.31, 0.12, 0.34, 0.05, 0.03]}

# 2
{"formula": "C6H15ClFeI2OPS", "method": "ωB97M-V with the def2-TZVPD basis set", "lumo_ev": [-9.57, -10.56], "spin_multiplicity": 6, "s2": 8.941, "total_charge": 2, "largest_force_ha_per_bohr": 0.2348, "orbital_gap_ha": [0.24212, 0.21551], "elements": ["I", "I", "Fe", "P", "C", "C", "H", "H", "H", "C", "H", "H", "H", "H", "H", "H", "C", "O", "Cl", "C", "S", "C", "H", "H", "H", "H", "H", "H"], "coordinates": [[2.944, 0.970, -0.460], [5.079, -1.317, -0.970], [0.394, 0.461, 0.157], [-0.689, -0.154, -1.701], [0.465, -0.041, -3.030], [-1.733, -1.676, -1.791], [-2.550, 1.212, -0.779], [-2.448, 1.210, -2.575], [-1.274, 2.198, -1.617], [-1.878, 1.283, -1.650], [-2.440, -1.718, -0.967], [-2.288, -1.621, -2.711], [-0.201, -0.022, -3.909], [1.143, -0.919, -3.025], [-1.075, -2.537, -1.751], [1.074, 0.879, -2.910], [1.069, -1.526, 0.050], [2.118, -2.131, -0.274], [-1.281, -0.803, 1.119], [1.027, -0.529, 3.447], [1.272, 0.949, 2.202], [-0.162, 1.941, 3.005], [1.015, -1.430, 2.842], [-0.011, -0.471, 3.773], [1.732, -0.462, 4.279], [-0.665, 1.381, 3.793], [0.219, 2.919, 3.281], [-0.857, 1.952, 2.172]], "forces_ev_per_a": [[0.412, 0.669, -0.819], [0.165, 0.047, -0.061], [-0.279, -1.941, 1.578], [-2.568, 0.354, 0.804], [0.206, 0.073, -0.646], [0.915, 0.772, 0.258], [0.370, -0.107, -0.366], [-0.186, 0.394, -0.055], [-0.365, 0.025, -0.139], [0.785, -0.780, -0.281], [0.136, 0.172, 0.013], [-0.082, -0.142, -0.630], [0.778, 0.032, -0.234], [-0.493, 0.441, -0.187], [-0.059, -0.300, -0.181], [-0.501, -0.493, -0.406], [10.517, -5.104, -3.021], [-9.278, 3.975, 2.812], [-0.257, 1.193, 0.122], [-0.526, 0.378, -1.304], [-1.352, -0.088, 3.976], [0.534, -0.445, -1.378], [0.787, -0.194, 0.218], [0.248, 0.306, 0.126], [0.039, -0.010, -0.496], [0.559, 0.157, 0.068], [-0.166, -0.059, 0.065], [-0.340, 0.677, 0.165]], "mulliken_charge": [0.00, 0.47, -0.26, 1.06, -1.06, -1.10, 0.36, 0.46, 0.41, -1.20, 0.41, 0.45, 0.42, 0.31, 0.40, 0.38, 0.39, -0.27, -0.29, -0.80, 0.28, -0.72, 0.28, 0.32, 0.36, 0.35, 0.35, 0.24]}

# 3
{"formula": "C6H15ClNO2PS", "method": "ωB97M-V with the def2-TZVPD basis set", "lumo_ev": 0.63, "largest_force_ha_per_bohr": 0.0534, "orbital_gap_ha": 0.34448, "elements": ["C", "C", "N", "P", "O", "O", "C", "C", "C", "Cl", "S", "C", "H", "H", "H", "H", "H", "H", "H", "H", "H", "H", "H", "H", "H", "H", "H"], "coordinates": [[-1.570, -2.743, 1.490], [-1.407, -1.306, 1.966], [-1.115, -0.449, 0.816], [0.471, -0.427, 0.281], [1.311, -1.524, 0.718], [0.429, -0.330, -1.307], [-0.522, 0.414, -2.056], [-1.713, -0.458, -2.421], [1.231, 1.403, 0.778], [0.584, 1.851, 2.366], [3.016, 1.174, 0.745], [3.529, 2.612, -0.253], [-0.634, -3.087, 1.058], [-1.836, -3.386, 2.325], [-2.350, -2.803, 0.732], [-2.329, -0.954, 2.431], [-0.603, -1.258, 2.708], [-1.547, 0.463, 0.874], [-0.852, 1.296, -1.495], [0.002, 0.745, -2.959], [-1.372, -1.340, -2.957], [-2.223, -0.782, -1.517], [-2.403, 0.095, -3.052], [0.946, 2.168, 0.060], [4.607, 2.520, -0.359], [3.287, 3.538, 0.262], [3.062, 2.570, -1.233]], "forces_ev_per_a": [[-0.056, 0.143, 0.169], [-0.073, -0.595, 0.164], [0.696, 0.408, -0.238], [-0.068, 2.730, -0.269], [0.335, -0.581, 0.578], [0.324, -0.090, 0.251], [-0.387, 0.017, -0.280], [0.199, 0.070, 0.103], [-0.343, -2.343, -0.762], [-0.154, 0.247, 0.313], [-0.017, 0.204, -0.256], [-0.263, -0.278, 0.423], [0.042, -0.096, -0.008], [-0.007, -0.131, 0.054], [-0.074, -0.022, -0.023], [0.085, 0.070, -0.038], [-0.141, 0.062, 0.018], [0.057, 0.023, 0.010], [0.069, 0.040, -0.053], [-0.090, 0.052, 0.212], [0.018, -0.051, -0.076], [-0.076, -0.010, -0.019], [-0.086, 0.054, -0.065], [-0.092, -0.094, -0.033], [0.030, 0.056, -0.039], [0.046, 0.068, -0.065], [0.027, 0.048, -0.069]], "mulliken_charge": [-1.12, -0.47, -0.15, 0.64, -0.71, -0.34, -0.25, -1.07, -0.33, -0.18, 0.02, -0.84, 0.31, 0.39, 0.27, 0.42, 0.27, 0.33, 0.27, 0.37, 0.28, 0.25, 0.38, 0.36, 0.33, 0.30, 0.27]}

# 4
{"formula": "C6H15ClNOP", "method": "ωB97M-V with the def2-TZVPD basis set", "lumo_ev": 0.75, "largest_force_ha_per_bohr": 0.0991, "orbital_gap_ha": 0.38435, "elements": ["C", "C", "C", "N", "P", "O", "Cl", "C", "C", "C", "H", "H", "H", "H", "H", "H", "H", "H", "H", "H", "H", "H", "H", "H", "H"], "coordinates": [[-0.107, 1.261, -2.520], [0.609, 1.467, -1.181], [2.098, 1.436, -1.430], [0.333, 0.291, -0.312], [0.392, 0.295, 1.331], [0.010, 1.556, 1.900], [2.152, -0.342, 1.989], [-0.796, -1.184, 1.847], [-0.428, -2.457, 1.031], [-2.242, -0.799, 1.659], [0.155, 0.314, -2.983], [-1.137, 1.219, -2.284], [0.050, 2.085, -3.253], [0.457, 2.442, -0.725], [2.490, 0.726, -2.249], [2.713, 1.506, -0.557], [2.222, 2.462, -2.039], [0.374, -0.558, -0.765], [-0.682, -1.353, 2.897], [-0.624, -2.352, 0.006], [0.563, -2.635, 1.237], [-1.007, -3.274, 1.479], [-2.470, -0.461, 0.555], [-2.280, -0.027, 2.441], [-2.844, -1.620, 1.926]], "forces_ev_per_a": [[0.187, 0.942, 0.238], [1.780, -1.878, -0.684], [0.955, 2.853, -4.113], [-0.857, 2.510, 1.354], [-2.864, -3.037, -0.512], [-0.267, 2.335, 0.980], [1.206, -0.390, 0.247], [1.378, 0.271, -2.617], [-1.770, 0.896, 2.555], [1.111, 2.209, -1.454], [0.290, -0.096, -0.011], [-1.365, -0.009, -0.091], [0.081, -0.557, 0.644], [-0.912, -0.380, 0.451], [-0.763, 0.394, 1.719], [0.359, -0.227, 0.449], [0.355, -1.804, 1.368], [0.225, -2.024, -1.201], [0.661, -0.153, 0.713], [-0.348, 0.060, -1.414], [2.479, -0.840, 0.000], [0.022, -0.047, -0.455], [0.290, -0.379, 2.344], [-1.257, 0.355, -0.766], [-0.974, -1.003, 0.257]], "mulliken_charge": [-1.41, 0.14, -1.09, -0.13, 0.84, -0.67, -0.27, 0.15, -1.65, -1.27, 0.37, 0.37, 0.37, 0.34, 0.24, 0.38, 0.29, 0.30, 0.44, 0.39, 0.43, 0.44, 0.18, 0.35, 0.47]}